ORCA calculation (the ωB97M-V functional and the def2-TZVPD basis) on a single C9H10N2O2 molecule.

The geometry in XYZ format:
```
23
Properties=species:S:1:pos:R:3:forces:R:3
O 0.5525 -2.1441 -0.7817 -0.783 -0.550 -0.543
C 0.9052 -0.8130 -0.6671 0.180 1.098 0.305
C 2.3821 -0.6846 -0.5632 1.131 0.493 0.017
C 3.0343 0.3541 -0.0130 -2.798 -0.191 -0.681
C 2.1715 1.4659 0.4829 1.912 0.292 0.342
C 0.8837 1.2695 0.7975 -0.194 0.503 -0.241
C 0.1796 -0.0845 0.5798 0.223 -1.144 -0.739
O 0.2803 -0.9391 1.7892 -1.174 1.127 -1.387
C -1.2925 -0.0407 0.1862 -0.404 1.583 0.821
C -1.8297 0.5331 -1.0004 2.968 0.005 -0.277
C -3.1384 0.3801 -0.8905 -4.284 0.955 0.805
N -3.4279 -0.1338 0.3625 2.430 0.152 -0.334
N -2.2850 -0.3359 1.0254 1.825 -0.750 -0.338
H 0.8882 -2.5658 -0.0100 0.198 -0.833 1.137
H 0.6947 -0.4632 -1.7212 -0.435 0.695 1.335
H 2.8322 -1.4682 -1.1460 0.746 -0.252 0.118
H 4.0690 0.5348 -0.0743 1.127 -0.183 -0.022
H 2.8248 2.4216 0.5951 -1.991 -1.342 0.132
H 0.3143 2.1149 1.1828 -0.111 -0.335 0.032
H -0.6816 -0.9858 2.0426 1.210 -0.293 0.095
H -1.2105 1.0740 -1.7369 -0.832 -0.672 0.239
H -3.9775 0.8257 -1.4338 0.536 -0.511 -0.158
H -4.1691 -0.3151 0.9941 -1.479 0.154 -0.659
```
Positions in Å, forces in eV/Å.

Results
- SMILES string: O[C@@H]1C=CC=C[C@@]1(O)c1cc[nH]n1
- Maximum force: 4.5 eV/A
- Energy above the lowest of the compared OMol25 structures with the same formula, charge and spin: 3.120 eV
- Kohn-Sham gap: 9.27 eV
- HOMO energy: -8.630 eV